No. 1
Below is a structure of composition C52H90F36N11O24S12 at a distorted geometry, with properties calculated with ωB97M-V/def2-TZVPD.

Summary:
Gap between HOMO and LUMO (alpha / beta): 2.47 / 6.25 eV
Molar mass: 2322.08 g/mol
Total charge: -2
F_max: 9.3 eV Å⁻¹
2S+1: 2
Energy: -12816.3213 hartree

Atoms and positions in Å:
H  -1.630  10.611  -2.906
C  -1.353  0.017  8.427
N  -4.150  -3.042  1.669
H  1.085  -4.762  -0.595
O  -3.242  4.348  -4.322
C  -3.597  11.449  -2.667
H  -4.376  -5.603  -1.742
N  -2.872  9.365  -1.736
C  4.752  -5.998  -4.812
H  -0.344  -6.660  0.180
H  -3.676  -5.603  1.782
F  -7.169  -0.981  -0.143
H  -2.673  6.416  -0.969
O  -3.685  1.264  7.462
H  5.742  -3.894  0.951
H  -2.424  9.898  0.275
F  -5.245  -1.723  -0.880
H  0.085  1.396  -1.411
C  -3.558  -6.586  1.325
C  3.148  4.896  1.344
F  -5.429  4.206  0.567
F  -7.079  3.890  -0.741
O  -2.848  -0.819  6.424
H  2.165  -5.450  -4.520
O  4.228  2.941  2.846
F  -1.874  8.314  2.558
N  -3.031  -6.295  -0.050
S  -3.931  -2.572  3.074
H  1.350  -5.170  1.073
C  -2.157  6.777  -1.859
H  3.042  -2.924  0.709
O  -4.593  2.923  -5.713
O  -2.287  2.860  4.339
C  0.256  -0.483  0.089
H  -0.736  -5.692  1.605
S  -4.726  3.997  -1.985
F  -5.832  2.214  -0.322
C  1.664  -2.810  -3.136
H  -4.344  -4.667  -0.226
C  4.516  -2.211  3.559
H  -1.200  8.434  -0.877
O  -4.316  -3.517  4.120
H  7.914  -6.469  4.610
H  -2.296  -4.417  0.354
C  -0.865  5.942  -1.992
F  3.928  3.748  -9.532
C  6.969  -2.057  3.098
C  7.113  -6.490  3.872
H  -1.124  4.883  -2.026
H  3.205  -4.340  -2.769
F  -6.612  -1.002  10.436
H  7.980  -4.600  3.098
O  2.129  1.828  -8.199
S  4.791  1.083  0.481
O  3.831  -0.058  0.663
H  3.948  -3.501  -7.049
C  -4.353  -5.669  -0.654
C  -3.263  9.403  -0.215
H  -5.393  10.550  -2.038
S  2.944  0.065  -5.940
H  1.802  1.296  1.613
C  -2.178  -0.162  -0.167
F  -0.281  7.094  3.467
N  -0.030  0.891  0.615
F  2.919  5.233  0.086
H  6.739  -1.131  2.573
H  6.501  -6.242  -5.929
N  -5.341  3.154  -3.122
N  3.826  -5.054  -5.632
O  4.227  0.619  -8.822
S  -5.333  -1.223  8.089
H  1.737  1.974  4.549
C  -4.893  -7.276  1.183
F  2.053  4.500  1.957
H  -1.902  1.973  0.534
F  -1.396  0.866  9.410
C  0.615  -4.745  0.389
C  1.600  0.901  4.416
H  -2.755  -7.022  1.919
C  5.711  0.943  -1.220
H  4.767  -1.159  3.426
N  -4.071  -1.003  8.859
O  -3.344  3.609  -1.502
H  6.845  -5.439  1.997
C  -1.066  7.209  2.381
H  2.040  -3.901  -5.547
C  5.881  -4.310  3.561
C  -1.601  4.943  6.039
O  -5.220  -2.386  7.147
H  6.149  -6.708  4.333
H  2.569  -3.211  3.462
H  -0.229  6.066  -2.869
S  4.361  3.459  1.479
S  -5.847  -2.768  1.450
H  -5.776  -7.260  -0.895
F  -2.921  5.081  6.502
C  -1.963  -2.810  3.284
C  -2.348  10.810  -2.111
N  -2.822  5.164  3.565
C  4.669  -3.997  -6.399
F  -1.097  6.076  5.916
H  -4.140  10.023  -0.032
H  3.748  -3.089  -3.859
H  -0.409  0.771  3.792
F  4.892  1.382  -2.233
C  -1.715  8.265  -1.822
H  0.469  -0.556  3.300
H  -4.845  -8.349  0.993
H  -5.196  10.493  -3.822
H  -3.937  12.122  -1.880
F  -0.517  0.374  7.443
C  0.507  1.829  -0.504
S  -3.133  -0.140  7.672
H  -3.333  8.358  0.085
F  -5.678  -2.886  10.013
C  -3.025  1.562  -3.914
F  -2.125  1.864  -2.963
C  2.879  -3.683  -3.575
F  3.643  5.983  1.963
H  4.236  -6.618  -4.080
F  5.630  3.319  -8.289
C  -5.900  -1.301  0.212
H  -1.925  0.660  1.791
H  -2.758  6.613  -2.754
C  7.054  -5.170  3.033
F  -1.626  -2.371  4.525
H  -1.098  8.507  -2.687
H  4.321  -8.077  -7.137
H  -3.582  8.709  -3.656
H  -6.398  -6.079  0.108
F  -1.234  -2.192  2.343
H  -1.834  11.257  -1.260
F  1.166  1.980  -5.097
F  2.104  0.945  -3.517
F  -1.570  -4.072  3.169
N  3.853  1.470  -6.410
H  -1.042  -1.913  -0.917
O  5.870  1.054  1.457
O  5.705  4.090  1.212
N  5.708  -2.931  2.910
H  5.396  -5.338  -4.232
C  5.190  -3.075  1.412
C  -0.967  -0.829  -0.826
H  -5.325  -7.138  2.174
F  5.982  -0.315  -1.544
H  7.248  -1.946  4.146
H  1.586  1.806  -0.653
H  2.122  -2.268  -2.308
C  4.309  3.362  -8.283
S  -2.255  5.692  2.073
O  -6.046  -0.080  7.583
H  5.480  -4.413  -6.998
F  -7.510  -2.455  9.025
O  -6.484  -3.813  0.670
N  3.915  2.571  0.314
H  3.469  -4.414  1.591
O  -5.016  5.409  -2.108
H  -1.972  -8.169  -0.080
H  4.899  -4.775  3.478
H  1.399  0.506  5.412
O  -0.380  4.377  3.680
H  -0.208  6.086  -1.135
F  -0.876  4.166  6.869
H  7.366  -7.295  3.183
C  -6.418  -1.934  9.504
C  -1.893  -5.255  -0.214
S  -1.749  4.243  4.210
F  3.803  4.220  -7.450
C  -5.455  -6.584  -0.102
C  0.533  0.532  3.299
H  -0.698  -0.594  -1.856
H  0.136  2.836  -0.310
H  3.025  -5.577  -7.611
O  -1.535  4.695  1.277
H  0.187  -1.052  1.016
F  6.811  1.658  -1.200
O  -3.353  6.325  1.418
H  -3.352  11.927  -3.616
H  -3.503  -8.144  -1.161
F  -0.380  7.330  1.270
C  -4.691  10.413  -2.859
H  -2.877  -0.870  0.278
H  2.667  -6.724  -6.253
H  4.568  -2.343  4.640
F  -3.824  0.602  -3.563
H  7.787  -2.453  2.496
C  3.212  -2.595  2.833
H  -1.784  -4.965  -1.259
O  -6.714  -2.489  2.591
C  -4.012  9.025  -2.705
C  -0.582  -5.654  0.527
F  0.600  -0.120  -4.736
C  -2.629  -7.629  -0.762
H  -2.050  -7.360  -1.645
H  6.030  -4.048  4.609
H  5.192  -6.780  -7.862
H  -2.834  0.326  -0.888
F  -0.999  -1.156  8.890
C  5.563  -6.779  -5.790
C  -5.869  3.535  -0.530
H  1.305  -2.175  -3.945
F  -2.335  1.266  -4.992
H  0.418  -3.714  0.679
H  5.823  -7.725  -5.315
O  -4.165  -1.115  3.307
H  2.654  -1.708  2.532
C  -1.628  0.948  0.782
C  4.586  -7.030  -6.991
C  1.616  0.798  -4.806
S  -4.100  3.162  -4.345
O  3.750  -0.745  -5.064
H  0.908  -3.484  -2.731
H  0.545  2.339  2.059
C  3.411  -6.084  -6.727
H  -4.666  8.236  -2.334
H  5.269  -2.133  0.870
F  -5.247  -0.230  0.818
C  0.755  1.279  1.915
C  3.652  -3.342  1.509
H  2.606  0.594  4.133
C  2.604  -4.503  -4.834
H  4.981  -3.147  -5.792
H  1.270  -0.475  -0.310
O  2.327  -0.730  -6.977
S  3.556  1.591  -7.929


No. 2
Below is a cluster of 14 separate species, C52H92N4O24 in total at a distorted geometry, with properties calculated with ωB97M-V/def2-TZVPD.

Summary:
Gap between HOMO and LUMO: 10.13 eV
Molar mass: 1157.31 g/mol
F_max: 2.1 eV Å⁻¹
Energy: -4061.4412 hartree

Atoms and positions in Å:
O  6.399  -24.749  -8.368
H  -2.031  -21.362  0.667
O  5.398  -25.529  -10.172
O  1.408  -20.124  -6.157
C  7.784  -18.638  -3.113
N  -0.363  -28.078  -4.701
H  0.186  -24.912  -6.920
O  0.324  -20.422  -1.211
O  7.122  -24.429  -5.092
C  6.097  -27.136  -1.181
C  5.496  -24.130  -10.424
O  2.265  -22.865  -10.385
C  6.010  -25.866  -9.048
C  4.459  -20.866  -2.125
H  6.047  -29.607  -3.276
H  4.479  -21.732  0.953
C  1.829  -29.274  -5.531
C  1.967  -21.023  -9.048
O  1.779  -22.251  -8.330
C  4.728  -19.993  -6.272
H  1.850  -19.822  -4.154
C  4.141  -23.676  -4.392
H  2.415  -28.023  -8.031
H  2.229  -29.864  -4.698
C  6.779  -18.467  0.417
C  3.244  -24.949  1.146
H  6.865  -20.045  -6.770
O  9.149  -23.821  -4.290
C  0.600  -28.603  -5.052
C  2.096  -23.295  -9.128
C  3.006  -16.660  -0.139
C  5.499  -17.055  3.071
C  7.677  -18.868  -4.604
H  3.240  -16.020  -2.948
H  5.413  -20.469  -2.468
H  6.574  -25.055  -1.016
H  2.690  -17.531  -3.506
H  1.772  -25.717  -2.909
H  0.139  -23.657  -4.143
C  4.173  -22.317  -2.470
H  6.872  -21.908  -5.239
H  -0.616  -23.650  0.966
H  3.117  -27.704  -5.016
H  6.579  -25.406  -3.443
O  2.193  -24.408  -8.740
H  5.248  -26.008  -5.402
C  -1.308  -20.568  0.485
H  4.399  -28.922  -3.280
N  -2.749  -22.302  -4.754
O  4.000  -24.712  -3.788
O  8.660  -18.913  -5.294
H  0.006  -25.477  -2.987
H  4.847  -25.434  -1.245
H  -0.536  -19.557  -3.678
C  0.906  -20.710  -0.016
O  6.431  -19.149  -4.986
C  5.772  -25.735  -0.745
H  1.578  -16.547  -2.640
H  8.840  -18.735  -2.869
O  -0.456  -19.119  -5.620
H  7.279  -19.440  -2.575
H  2.868  -20.485  -8.769
H  5.031  -23.687  3.126
H  8.637  -21.529  -5.239
H  -1.654  -21.191  -1.578
H  5.392  -14.950  3.539
C  -0.281  -20.085  -4.590
H  7.786  -22.362  -6.609
H  1.094  -20.416  -8.809
H  -1.687  -19.639  0.908
H  -1.350  -19.402  -1.293
O  5.064  -27.967  -1.076
H  4.019  -19.259  -5.892
H  6.268  -24.000  -11.186
H  1.489  -24.548  -4.888
C  -0.035  -24.566  1.059
H  -0.915  -20.968  -4.703
H  4.373  -16.009  4.488
C  5.673  -18.783  1.438
C  3.108  -17.577  -1.366
H  4.709  -30.636  -3.031
H  6.196  -22.384  2.614
C  4.738  -15.818  3.481
H  3.671  -20.222  -2.526
O  5.053  -17.607  1.950
C  4.043  -23.720  -5.907
H  2.842  -23.367  0.030
H  -0.478  -25.137  3.159
H  8.065  -26.070  -4.204
O  -0.023  -25.291  -0.182
H  3.162  -22.576  -2.155
H  3.472  -26.819  -7.399
N  3.171  -26.088  1.278
C  4.565  -22.782  1.249
C  1.796  -15.840  -0.020
H  3.585  -24.687  -6.070
C  0.442  -19.282  -6.584
O  6.283  -26.976  -8.728
C  8.130  -23.582  -4.876
O  6.340  -17.565  3.758
H  5.334  -23.108  0.540
H  5.083  -23.588  -6.213
H  1.062  -22.933  -5.510
H  1.867  -26.775  -6.872
C  0.842  -25.788  -2.358
O  -0.008  -20.895  0.948
H  -1.598  -25.649  1.884
C  -0.545  -25.502  2.136
C  5.285  -29.377  -1.311
C  5.944  -23.600  -9.055
C  -0.317  -24.463  -6.060
H  6.304  -29.584  -0.989
H  1.018  -24.326  1.226
H  2.501  -21.004  -11.176
C  3.248  -23.486  1.041
H  5.577  -25.695  0.323
H  3.919  -28.890  -6.029
C  -2.123  -22.842  -5.553
C  -1.370  -23.517  -6.633
C  0.671  -23.857  -5.074
H  4.390  -20.348  -7.251
C  6.115  -19.357  -6.373
H  4.552  -23.721  -10.773
H  -0.903  -22.776  -7.284
H  0.630  -26.809  -2.044
H  6.895  -19.361  -0.194
H  7.662  -18.198  0.996
C  1.821  -21.503  -10.488
C  6.115  -26.602  -5.110
H  4.140  -17.842  -1.610
O  1.258  -23.763  -1.179
C  5.161  -22.699  2.680
H  0.808  -21.466  -10.885
C  1.200  -20.443  -4.771
C  5.067  -29.630  -2.794
C  2.623  -16.864  -2.637
H  4.975  -22.910  -2.020
H  -0.009  -26.450  2.119
O  2.080  -20.781  0.146
H  4.564  -29.865  -0.659
H  2.482  -23.124  1.731
C  2.982  -28.353  -5.884
H  6.207  -18.433  -6.943
C  -1.111  -20.432  -1.025
H  2.630  -18.544  -1.220
H  6.062  -19.413  2.234
C  2.658  -27.493  -7.111
H  6.785  -22.912  -9.147
H  5.104  -23.093  -8.570
H  -0.802  -25.303  -5.553
H  4.368  -20.731  -1.047
H  7.405  -17.667  -2.803
H  3.931  -15.611  2.783
H  6.569  -17.629  -0.248
H  4.663  -20.894  -5.667
N  0.833  -15.232  0.082
H  3.462  -22.870  -6.265
H  1.485  -30.020  -6.249
O  0.534  -18.703  -7.624
H  4.515  -22.006  3.218
H  5.725  -27.347  -4.420
H  4.893  -19.329  0.907
C  0.748  -24.869  -1.161
H  3.884  -16.036  0.027
O  4.306  -22.464  -3.889
H  1.392  -21.500  -4.613
C  7.067  -25.680  -4.378
C  7.874  -22.240  -5.527
H  6.398  -27.020  -6.078
H  3.022  -17.296  0.750
H  -2.088  -24.079  -7.230
O  7.166  -27.447  -1.635